(1)
{
  "formula": "C5H9N2O",
  "method": "ωB97M-V with the def2-TZVPD basis set",
  "orbital_gap_ev": 11.397,
  "spin_multiplicity": 1,
  "lumo_ev": -3.06,
  "homo_ev": -14.45,
  "e_above_lowest_kj_mol": 317.8,
  "total_charge": 1,
  "molar_mass_g_mol": 113.14,
  "elements": ["C", "C", "C", "C", "C", "N", "N", "O", "H", "H", "H", "H", "H", "H", "H", "H", "H"],
  "positions_angstrom": [[-3.0272, 0.4742, -0.2645], [1.7301, -0.9955, -0.7077], [0.5746, -1.0766, 0.2678], [1.9262, -0.5159, 0.6698], [0.6110, 0.3058, 0.7069], [-3.4956, -0.5457, 0.1429], [0.3404, 1.4681, -0.2400], [-2.3529, 1.4393, -0.4798], [2.3930, -1.8250, -0.9560], [1.6715, -0.2343, -1.3893], [0.0642, -1.9270, 0.6212], [2.5442, -0.7716, 1.5369], [0.3977, 0.5076, 1.7587], [-3.9974, -1.4039, -0.1287], [0.9466, 1.2822, -1.0823], [0.2755, 2.4271, 0.0630], [-0.6020, 1.3912, -0.5187]],
  "forces_ev_per_a": [[1.1, -0.5, 0.4], [1.2, -1.8, 1.7], [1.2, 0.3, -0.9], [-2.0, 1.2, 0.5], [1.9, 0.1, 2.3], [-0.4, 0.0, -0.6], [1.6, -1.6, -0.9], [-1.4, -0.9, 0.0], [-0.8, -0.1, -0.3], [0.1, 1.3, -2.3], [-0.6, -0.6, 0.3], [-0.2, 0.1, -0.7], [-0.7, 0.4, -0.6], [0.5, 1.2, 0.2], [-0.7, 1.1, 1.0], [1.4, 0.5, 0.7], [-2.1, -0.8, -1.0]]
}

(2)
{
  "formula": "C18H48ClN2O14",
  "method": "ωB97M-V with the def2-TZVPD basis set",
  "orbital_gap_ev": 8.886,
  "spin_multiplicity": 1,
  "lumo_ev": 2.50,
  "homo_ev": -6.39,
  "total_charge": -1,
  "molar_mass_g_mol": 552.04,
  "elements": ["Cl", "O", "O", "O", "O", "C", "O", "C", "C", "N", "C", "C", "O", "C", "H", "H", "H", "H", "H", "H", "H", "H", "H", "H", "H", "H", "H", "H", "H", "C", "O", "C", "C", "N", "C", "C", "O", "C", "H", "H", "H", "H", "H", "H", "H", "H", "H", "H", "H", "H", "H", "H", "H", "C", "C", "O", "O", "H", "H", "H", "H", "H", "H", "C", "C", "O", "O", "H", "H", "H", "H", "H", "H", "C", "C", "O", "O", "H", "H", "H", "H", "H", "H"],
  "positions_angstrom": [[2.2078, -1.3036, -1.2708], [1.8157, -2.5746, -1.8133], [1.1299, -0.6764, -0.5550], [3.2724, -1.5048, -0.3172], [2.6465, -0.5003, -2.3788], [-1.7399, 4.2819, 2.4108], [-1.1682, 3.4929, 1.3571], [0.2432, 3.5066, 1.2945], [0.9198, 2.6321, 2.3612], [0.4566, 1.2701, 2.2492], [0.8614, 0.4782, 3.4157], [1.8152, -0.6940, 3.1629], [1.9926, -1.5323, 4.2853], [2.3771, -0.8585, 5.4650], [-2.2258, 5.1233, 1.9065], [-0.9247, 4.6954, 3.0040], [-2.4901, 3.6585, 2.8878], [0.5496, 4.5559, 1.4239], [0.6286, 3.2377, 0.3087], [0.6885, 3.0733, 3.3332], [1.9956, 2.8155, 2.1922], [0.6498, 0.8597, 1.3439], [-0.0392, 0.1389, 3.9425], [1.3813, 1.0900, 4.1609], [2.7061, -0.3171, 2.6424], [1.3919, -1.3668, 2.4117], [1.6026, -0.2265, 5.9028], [3.3093, -0.3118, 5.2818], [2.6315, -1.6363, 6.1869], [-5.1286, 0.8288, 1.9089], [-4.2217, 0.1590, 1.0865], [-3.0197, 0.8669, 0.8647], [-2.2368, 0.0895, -0.1676], [-2.9000, 0.0546, -1.4689], [-2.1911, -0.8633, -2.3657], [-2.4518, -2.3428, -2.0986], [-3.8390, -2.5787, -2.1335], [-4.1815, -3.9144, -1.8169], [-5.6020, 1.6267, 1.2933], [-4.6490, 1.3756, 2.7256], [-6.0341, 0.3115, 2.2226], [-2.4409, 1.0133, 1.7842], [-3.2362, 1.8818, 0.4985], [-1.9904, -0.8609, 0.3404], [-1.2036, 0.4496, -0.2305], [-3.7749, -0.4174, -1.2389], [-1.1036, -0.7393, -2.3116], [-2.4027, -0.5871, -3.4050], [-2.0054, -2.5287, -1.1115], [-1.8420, -2.9551, -2.7731], [-5.0042, -4.2153, -2.4628], [-4.4444, -3.9860, -0.7558], [-3.3518, -4.6177, -1.9427], [0.4943, -7.2012, -1.4196], [0.0525, -5.7706, -1.4164], [0.7924, -5.0402, -0.4108], [-0.0577, -7.9343, -0.3087], [1.5813, -7.2749, -1.4180], [0.0871, -7.7349, -2.2867], [-1.0050, -5.6218, -1.1708], [0.2142, -5.2427, -2.3614], [1.1297, -4.2599, -0.8685], [0.6660, -8.2141, 0.2549], [3.6088, 2.5373, -1.3351], [4.3771, 2.0098, -0.1516], [5.7685, 2.1181, -0.3488], [3.8377, 3.8987, -1.7716], [2.5223, 2.4685, -1.2793], [4.0220, 1.9180, -2.1387], [4.1002, 0.9680, 0.0088], [4.0450, 2.4988, 0.7813], [5.9961, 3.0349, -0.5267], [3.2761, 3.9635, -2.5508], [0.5860, 2.2817, -3.3635], [0.1683, 3.7300, -3.4302], [0.1961, 4.3801, -2.1583], [1.9423, 2.1417, -3.8615], [-0.1053, 1.5848, -3.8471], [0.6640, 1.9493, -2.3198], [-0.8044, 3.8647, -3.9163], [0.8716, 4.2661, -4.0712], [-0.5467, 4.0212, -1.6583], [2.0899, 1.2014, -3.6927]],
  "forces_ev_per_a": [[1.1, -0.5, 0.9], [-0.7, -0.7, -0.1], [-0.9, 0.4, -0.3], [0.2, 0.1, -0.4], [0.0, 0.8, -0.2], [0.6, -0.1, -1.8], [-0.2, -0.4, -0.3], [0.3, 0.7, 0.7], [-0.4, 1.0, -1.3], [0.6, 0.2, 1.1], [0.0, -0.4, 0.4], [-1.2, -0.3, -1.4], [0.1, 0.5, 0.3], [0.7, -0.7, -0.1], [-0.2, 0.1, 0.3], [-0.4, -0.2, 0.7], [0.2, 0.2, 0.6], [0.4, -0.1, 0.1], [-0.6, -0.3, -0.2], [-0.1, -0.4, 0.2], [0.1, -0.4, 0.2], [0.3, -0.2, 0.1], [0.0, -0.3, -0.1], [-0.1, 0.5, -0.3], [0.5, 0.0, 0.7], [-0.2, 0.1, 0.0], [0.0, 0.1, -0.2], [-0.1, 0.4, 0.1], [-0.1, 0.0, 0.0], [-0.6, 2.1, -1.1], [-0.5, -1.1, 0.6], [0.1, 0.8, -0.5], [1.2, 0.1, 1.2], [0.3, -0.9, 0.9], [0.3, 0.0, -0.8], [0.8, 1.0, 0.6], [0.3, -0.5, -0.4], [0.2, 0.1, 0.4], [0.3, 0.1, 0.2], [0.1, -0.4, 0.3], [0.7, -1.0, 0.2], [0.0, -0.3, 0.0], [-0.1, -0.1, -0.1], [-0.7, -0.5, -0.5], [-0.3, 0.7, -0.4], [-0.3, 0.3, -0.5], [-0.1, 0.2, 0.4], [-0.4, -0.2, 0.0], [-0.4, -0.3, 0.2], [-0.4, -0.1, -0.4], [-0.1, -0.1, 0.1], [-0.3, 0.0, -0.1], [0.1, 0.1, -0.3], [-0.9, -0.9, -0.1], [0.4, 1.5, 0.9], [-0.2, -0.4, -0.5], [0.3, 0.2, 0.0], [0.0, 0.2, -0.1], [0.2, 0.3, -0.3], [-0.1, -0.6, -0.1], [0.1, -0.5, -0.3], [0.2, 0.3, 0.3], [0.0, 0.1, 0.1], [0.3, -0.3, -1.6], [-0.9, 1.2, 0.9], [0.3, -0.3, 0.2], [0.5, -0.1, 1.0], [0.1, -0.8, 0.4], [-0.7, -0.2, -0.1], [0.2, -0.2, -0.4], [0.3, 0.2, 0.0], [-0.2, 0.1, -0.1], [0.1, 0.1, 0.0], [1.0, -0.4, 0.5], [0.0, 0.4, -0.2], [-0.2, -0.1, -0.2], [-1.2, -0.2, -0.2], [0.1, 0.2, -0.3], [-0.6, 0.2, 0.1], [-0.1, -0.2, 0.2], [0.1, -0.1, 0.1], [0.1, 0.1, 0.2], [0.7, -0.1, 0.0]]
}

(3)
{
  "formula": "CHINO2P",
  "method": "ωB97M-V with the def2-TZVPD basis set",
  "orbital_gap_ev": [7.527, 7.526],
  "spin_multiplicity": 1,
  "lumo_ev": [-1.43, -1.43],
  "homo_ev": [-8.96, -8.96],
  "e_above_lowest_kj_mol": 314.4,
  "total_charge": 0,
  "molar_mass_g_mol": 216.90,
  "elements": ["C", "N", "O", "O", "P", "I", "H"],
  "positions_angstrom": [[-0.9479, 0.2150, -0.6149], [-0.7692, 1.2343, 0.0300], [-0.4285, 1.9983, 0.8371], [0.1219, -2.0129, 0.8099], [0.7730, -1.2735, -0.2116], [2.9747, -0.2492, 0.4794], [-1.7240, 0.0881, -1.3301]],
  "forces_ev_per_a": [[0.2, 3.1, 1.2], [-0.5, -2.9, -1.0], [0.3, 1.0, 0.4], [-1.3, -1.6, 2.8], [1.7, 0.8, -3.1], [-0.3, 0.2, 0.2], [-0.2, -0.5, -0.5]]
}